[1]
7
Properties=species:S:1:pos:R:3 method="wB97M-V/def2-TZVPD" mol_weight_g_mol=89.50 total_energy_ha=-646.7047 relative_energy_kj_mol=111.0 charge=+1 multiplicity=1
C 0.384 -0.558 0.417
C -0.108 -1.741 0.307
N 0.018 3.377 -0.763
N -0.160 2.309 -0.589
Cl -1.076 -0.554 -0.789
H 1.257 -0.020 0.791
H -0.316 -2.813 0.626



[2]
44
Properties=species:S:1:pos:R:3 method="wB97M-V/def2-TZVPD" mol_weight_g_mol=247.29 smiles=CNCCNCN.O.O.O.O.O.O.O.O total_energy_ha=-935.9228 relative_energy_kj_mol=167.2 charge=0 multiplicity=1
C -2.645 -1.191 -1.326
N -1.813 -0.021 -1.678
C -0.598 -0.396 -2.519
C 0.560 -0.140 -1.598
N 0.736 1.323 -1.426
C 1.703 1.562 -0.349
N 1.212 2.713 0.465
H -3.025 -1.764 -2.148
H -1.934 -1.879 -0.803
H -3.416 -0.907 -0.609
H -2.368 0.654 -2.205
H -0.781 0.197 -3.421
H -0.807 -1.412 -2.915
H 0.473 -0.656 -0.619
H 1.419 -0.565 -2.164
H -0.127 1.814 -1.278
H 1.873 0.714 0.313
H 2.650 1.906 -0.736
H 1.912 3.407 0.682
H 0.653 2.428 1.254
O -1.507 -2.758 1.772
H -1.317 -3.701 1.753
H -0.666 -2.376 1.412
O -1.423 0.405 0.802
H -1.746 1.305 0.651
H -1.260 0.064 -0.093
O 3.613 0.229 -1.848
H 3.103 0.663 -2.551
H 3.990 1.033 -1.474
O 3.382 -1.079 0.526
H 4.160 -1.583 0.264
H 2.868 -1.014 -0.288
O -2.559 -1.035 3.548
H -2.365 -1.947 3.239
H -2.519 -0.657 2.655
O -2.227 2.772 0.158
H -2.050 2.152 -0.571
H -1.320 3.060 0.349
O 0.439 0.593 2.641
H -0.187 0.471 1.874
H 0.165 0.467 3.544
O 0.940 -1.745 1.351
H 1.826 -2.123 1.399
H 0.984 -0.984 1.965



[3]
11
Properties=species:S:1:pos:R:3 method="wB97M-V/def2-TZVPD" mol_weight_g_mol=57.10 smiles=C#C.CN total_energy_ha=-173.1385 relative_energy_kj_mol=272.0 charge=0 multiplicity=1
C 3.515 0.079 -0.166
C 4.686 -0.140 0.099
H 2.488 0.320 -0.177
H 5.712 -0.270 0.262
C -2.886 0.589 0.079
N -3.443 -0.641 -0.105
H -3.271 1.192 -0.746
H -3.107 1.118 1.026
H -1.895 0.744 -0.057
H -3.369 -1.244 0.692
H -4.344 -0.546 -0.338



[4]
20
Properties=species:S:1:pos:R:3 method="wB97M-V/def2-TZVPD" mol_weight_g_mol=144.63 smiles="CC1=CC[C@@H](Cl)C=[N+]1C" total_energy_ha=-788.0132 relative_energy_kj_mol=52.4 charge=+1 multiplicity=1
C -1.479 0.663 1.225
C -0.267 0.520 0.368
C 0.524 1.550 0.041
C 1.732 1.412 -0.816
C 2.254 -0.012 -0.783
Cl 3.130 -0.351 0.798
C 1.177 -1.015 -0.695
N 0.045 -0.769 -0.126
C -0.934 -1.816 0.038
H -2.390 0.409 0.688
H -1.566 1.692 1.558
H -1.414 0.031 2.109
H 0.269 2.542 0.379
H 1.476 1.687 -1.847
H 2.509 2.106 -0.493
H 2.970 -0.224 -1.575
H 1.380 -2.024 -1.031
H -1.111 -2.006 1.097
H -0.588 -2.737 -0.429
H -1.879 -1.521 -0.418



[5]
64
Properties=species:S:1:pos:R:3 method="wB97M-V/def2-TZVPD" mol_weight_g_mol=899.61 total_energy_ha=-7394.8189 charge=+1 multiplicity=1
Pb -1.172 -0.562 -0.407
Br -1.197 0.119 4.838
C 0.248 -0.460 3.785
C 1.465 -0.777 4.413
C 2.537 -1.208 3.689
Br 4.154 -1.606 4.580
C 2.432 -1.360 2.285
C 3.467 -1.814 1.446
C 3.256 -1.959 0.100
C 1.997 -1.649 -0.421
N 1.014 -1.199 0.333
C 1.198 -1.039 1.675
C 0.077 -0.545 2.418
O -1.018 -0.195 1.794
H 1.546 -0.669 5.486
H 4.429 -2.050 1.880
H 4.038 -2.309 -0.558
H 1.786 -1.780 -1.475
O 0.504 2.759 3.260
C 0.148 2.675 2.134
O 1.000 2.116 1.161
C -1.103 3.100 1.482
C -2.176 3.710 2.113
C -3.276 4.063 1.350
C -3.293 3.814 -0.023
C -2.222 3.205 -0.662
C -1.133 2.855 0.123
S 0.344 2.037 -0.354
H -2.136 3.894 3.179
H -4.125 4.540 1.818
H -4.157 4.107 -0.605
H -2.232 3.030 -1.730
C -1.338 0.915 -5.115
C -1.527 0.703 -3.762
N -0.520 0.415 -2.933
C 0.711 0.338 -3.432
C 1.007 0.524 -4.775
C -0.055 0.806 -5.626
C 2.372 0.347 -5.315
C 3.512 0.902 -4.916
C 3.731 1.912 -3.862
C 4.886 2.681 -3.896
C 5.036 3.643 -2.913
N 4.127 3.830 -1.959
C 3.067 3.032 -2.008
N 2.816 2.081 -2.902
H -2.178 1.153 -5.753
H -2.517 0.752 -3.321
H 1.511 0.144 -2.730
H 0.126 0.949 -6.684
H 2.428 -0.312 -6.177
H 4.402 0.651 -5.484
H 5.635 2.540 -4.663
H 5.910 4.283 -2.886
H 2.323 3.171 -1.230
C 0.441 -6.189 -1.525
C -0.352 -5.355 -2.536
C -0.556 -3.982 -2.064
N -0.693 -2.912 -1.673
H 0.635 -7.172 -1.946
H -0.120 -6.313 -0.600
H 1.395 -5.719 -1.291
H -1.335 -5.788 -2.722
H 0.163 -5.300 -3.496



[6]
176
Properties=species:S:1:pos:R:3 method="wB97M-V/def2-TZVPD" mol_weight_g_mol=1156.43 total_energy_ha=-4310.8778 relative_energy_kj_mol=390.4 charge=-1 multiplicity=1
O 2.518 -1.590 1.109
C 2.232 -2.396 0.197
O 3.091 -3.335 -0.100
C 0.886 -2.285 -0.669
C 1.413 -2.002 -2.130
C 2.599 -0.969 -2.238
C 3.983 -1.606 -2.664
C 3.914 -2.379 -4.040
O 3.204 -1.650 -5.060
C 0.000 -1.144 -0.031
C 0.107 0.308 -0.604
C 1.037 1.263 0.278
N 2.017 2.022 -0.553
C 3.163 2.508 0.273
C 4.465 2.516 -0.601
C 4.427 2.574 -2.049
C 5.713 2.532 -2.756
C 6.996 2.433 -2.085
C 6.987 2.419 -0.612
C 5.738 2.459 0.131
O 5.786 2.438 1.528
N 0.098 -3.531 -0.611
C -0.602 -3.979 -1.779
C -1.736 -2.989 -2.330
C -2.340 -3.466 -3.703
C -1.315 -3.450 -4.915
C -1.143 -4.927 -5.448
C 0.394 -5.320 -5.623
C 0.394 -6.881 -5.930
S 2.031 -7.537 -6.447
C 3.123 -7.635 -5.028
N 3.745 -6.613 -4.393
N 4.491 -7.155 -3.409
C 4.335 -8.483 -3.417
O 3.456 -8.833 -4.423
C 0.256 -4.430 0.509
C -0.167 -3.853 1.949
O 0.967 -3.642 2.795
C -1.030 -4.991 2.706
F -0.448 -6.222 2.660
F -1.090 -4.608 4.035
F -2.379 -5.014 2.260
H 0.621 -1.709 -2.864
H 1.819 -2.989 -2.497
H 2.701 -0.282 -1.353
H 2.335 -0.273 -3.091
H 4.479 -2.187 -1.851
H 4.658 -0.717 -2.865
H 4.988 -2.466 -4.386
H 3.524 -3.416 -3.858
H 2.731 -2.323 -5.578
H 0.121 -1.067 1.090
H -1.075 -1.471 -0.158
H -0.923 0.770 -0.507
H 0.377 0.419 -1.681
H 1.498 0.685 1.115
H 0.380 2.048 0.771
H 1.522 2.889 -0.797
H 3.355 1.747 1.084
H 2.958 3.483 0.788
H 3.438 2.644 -2.545
H 5.701 2.560 -3.868
H 7.967 2.368 -2.621
H 7.961 2.343 -0.076
H 6.715 2.643 1.734
H -1.185 -4.923 -1.555
H 0.036 -4.277 -2.673
H -2.575 -3.086 -1.575
H -1.431 -1.916 -2.304
H -2.807 -4.472 -3.509
H -3.210 -2.786 -3.943
H -0.358 -2.980 -4.577
H -1.785 -2.830 -5.725
H -1.559 -5.705 -4.745
H -1.698 -5.089 -6.417
H 0.917 -5.136 -4.642
H 0.892 -4.726 -6.427
H -0.078 -7.416 -5.070
H -0.297 -7.008 -6.812
H 4.822 -9.214 -2.737
H 1.272 -4.910 0.641
H -0.435 -5.317 0.378
H -0.848 -2.970 1.879
H 0.890 -2.711 3.068
C 1.447 9.535 1.222
O 1.406 8.917 2.492
C 0.504 7.827 2.593
C 1.163 6.555 3.119
O 2.186 5.974 2.323
C 3.377 6.719 2.101
C 4.231 7.045 3.325
O 3.575 7.909 4.240
C 3.534 7.434 5.572
H 0.748 10.376 1.194
H 2.457 9.922 1.067
H 1.231 8.832 0.412
H 0.023 7.619 1.629
H -0.278 8.124 3.300
H 0.377 5.796 3.179
H 1.512 6.686 4.143
H 3.159 7.615 1.519
H 3.990 6.094 1.445
H 5.124 7.576 2.974
H 4.558 6.117 3.803
H 3.529 6.340 5.622
H 2.609 7.792 6.028
H 4.379 7.834 6.137
C 0.297 6.620 -7.485
O 0.171 6.964 -6.120
C -0.858 6.278 -5.428
C -0.365 5.584 -4.161
O 0.583 4.539 -4.318
C 1.861 4.853 -4.858
C 2.743 5.801 -4.047
O 2.194 7.107 -3.947
C 2.083 7.597 -2.624
H -0.293 7.308 -8.098
H 1.348 6.726 -7.764
H 0.002 5.585 -7.680
H -1.356 5.546 -6.076
H -1.603 7.028 -5.138
H -1.240 5.114 -3.700
H -0.010 6.308 -3.428
H 1.764 5.187 -5.890
H 2.393 3.898 -4.915
H 3.700 5.900 -4.574
H 2.946 5.365 -3.064
H 1.939 6.792 -1.894
H 1.207 8.248 -2.579
H 2.968 8.185 -2.367
C -5.667 -6.361 4.851
O -4.505 -6.966 5.379
C -3.368 -6.116 5.435
C -2.742 -6.057 6.824
O -3.533 -5.507 7.874
C -4.729 -6.177 8.245
C -4.588 -7.587 8.819
O -4.078 -8.515 7.878
C -2.949 -9.245 8.321
H -5.729 -6.548 3.775
H -6.535 -6.821 5.331
H -5.703 -5.287 5.054
H -3.609 -5.102 5.097
H -2.627 -6.529 4.744
H -1.869 -5.403 6.746
H -2.346 -7.028 7.120
H -5.446 -6.154 7.424
H -5.173 -5.559 9.032
H -5.592 -7.935 9.094
H -3.983 -7.554 9.731
H -2.346 -8.680 9.041
H -2.321 -9.453 7.453
H -3.267 -10.195 8.758
C -4.586 -0.867 2.610
O -5.027 -0.140 1.479
C -6.429 -0.122 1.291
C -6.975 1.296 1.147
O -6.836 2.164 2.265
C -5.519 2.502 2.686
C -4.651 3.279 1.697
O -4.356 2.524 0.534
C -4.668 3.177 -0.682
H -4.348 -1.893 2.317
H -3.671 -0.398 2.979
H -5.320 -0.847 3.422
H -6.950 -0.640 2.106
H -6.639 -0.665 0.362
H -8.053 1.204 0.982
H -6.587 1.775 0.249
H -5.001 1.617 3.053
H -5.651 3.141 3.565
H -3.695 3.493 2.190
H -5.126 4.235 1.457
H -5.505 3.876 -0.575
H -4.962 2.415 -1.407
H -3.786 3.698 -1.063



no.,Kohn-Sham gap (eV)
1,10.84
2,9.49
3,10.15
4,8.78
5,7.12
6,6.15